No. 1
{"formula": "C7H5NO2", "method": "ωB97M-V/def2-TZVPD", "mol_weight_g_mol": 135.122, "gap_ev": 9.62, "smiles": "O=C1ON1c1ccccc1", "symbols": ["O", "C", "O", "N", "C", "C", "C", "C", "C", "C", "H", "H", "H", "H", "H"], "xyz": [[3.546, 0.436, -0.928], [2.645, -0.189, -1.235], [2.109, -1.276, -1.518], [1.130, -0.090, -1.690], [0.251, -0.025, -0.619], [-0.016, -1.065, 0.216], [-1.134, -1.080, 1.044], [-1.850, 0.154, 1.226], [-1.342, 1.250, 0.517], [-0.392, 1.172, -0.446], [0.671, -2.018, 0.101], [-1.264, -1.889, 1.694], [-2.557, 0.287, 1.980], [-1.751, 2.243, 0.749], [-0.044, 2.090, -1.090]]}

No. 2
{"formula": "C7H5NO3", "method": "ωB97M-V/def2-TZVPD", "mol_weight_g_mol": 151.121, "gap_ev": 9.06, "smiles": "O=c1[nH]c2ccc(O)cc2o1", "symbols": ["O", "C", "N", "C", "C", "C", "C", "O", "C", "C", "O", "H", "H", "H", "H", "H"], "xyz": [[0.696, 2.412, -3.130], [0.342, 1.845, -2.119], [1.059, 1.771, -0.926], [0.607, 0.646, -0.195], [1.100, -0.059, 0.911], [0.279, -1.094, 1.497], [-0.931, -1.235, 0.970], [-1.671, -2.364, 1.413], [-1.494, -0.526, -0.150], [-0.626, 0.311, -0.867], [-0.755, 0.991, -1.949], [2.135, 2.002, -0.959], [2.096, 0.273, 1.386], [0.632, -1.441, 2.396], [-1.114, -2.549, 2.254], [-2.354, -0.982, -0.532]]}

No. 3
{"formula": "C7H5O3S", "method": "ωB97M-V/def2-TZVPD", "mol_weight_g_mol": 169.181, "total_charge": -1, "gap_ev": 7.86, "symbols": ["C", "C", "C", "C", "C", "C", "C", "O", "O", "O", "S", "H", "H", "H", "H", "H"], "xyz": [[-1.590, 1.012, -0.540], [-2.035, -0.268, -0.033], [-0.284, 1.341, -0.647], [-1.199, -1.202, 0.372], [2.056, 0.632, 0.152], [0.689, 0.262, -0.430], [0.302, -1.110, 0.284], [2.817, -0.323, 0.603], [2.257, 1.838, 0.349], [0.969, -1.751, 1.102], [0.924, -1.145, -1.561], [-2.246, 1.957, -0.597], [-3.139, -0.503, 0.013], [0.071, 2.301, -0.916], [-1.677, -1.924, 0.965], [2.084, -1.117, 0.884]]}

No. 4
{"formula": "C7H5P3", "method": "ωB97M-V/def2-TZVPD", "mol_weight_g_mol": 182.039, "gap_ev": [4.98, 5.77], "symbols": ["C", "C", "C", "C", "C", "C", "C", "P", "P", "P", "H", "H", "H", "H", "H"], "xyz": [[-0.956, -0.543, 0.487], [-0.174, -0.777, 1.661], [-0.388, 0.131, -0.582], [1.122, -0.440, 1.786], [1.005, 0.371, -0.536], [1.748, 0.103, 0.633], [1.870, 0.990, -1.414], [3.480, 0.453, 0.466], [3.493, 1.146, -1.521], [0.063, 2.866, -3.354], [-2.009, -0.512, 0.686], [-0.564, -1.429, 2.492], [-0.900, 0.522, -1.550], [1.589, -0.553, 2.740], [-0.757, 1.965, -3.978]]}